Entry 1:
{"formula": "C21H28N4O2S", "method": "the ωB97M-V functional and the def2-TZVPD basis", "e_lumo_ha": 0.0043, "relative_energy_kj_mol": 44.3, "smiles": "CCN(CC)CCn1c(C)nc2c(sc3nc4c(cc32)COC(C)(C)C4)c1=O", "gap_ha": 0.308, "species": ["C", "C", "N", "C", "C", "C", "C", "N", "C", "C", "N", "C", "C", "S", "C", "N", "C", "C", "C", "C", "C", "O", "C", "C", "C", "C", "C", "O", "H", "H", "H", "H", "H", "H", "H", "H", "H", "H", "H", "H", "H", "H", "H", "H", "H", "H", "H", "H", "H", "H", "H", "H", "H", "H", "H", "H"], "xyz": [[-5.299223, -1.371830, 4.315081], [-5.355569, -1.147635, 2.804694], [-4.893870, 0.183552, 2.438961], [-5.940513, 1.055185, 1.937787], [-6.938875, 1.423364, 3.029510], [-3.690806, 0.187358, 1.641460], [-2.464589, -0.132414, 2.511508], [-1.251266, -0.131394, 1.715346], [-0.746539, -1.264048, 1.150105], [-1.416732, -2.577850, 1.396155], [0.308963, -1.288025, 0.403343], [0.947243, -0.118262, 0.169087], [0.505218, 1.081600, 0.698338], [1.481298, 2.452019, 0.254185], [2.526296, 1.400522, -0.668022], [3.577024, 1.839180, -1.330390], [4.300723, 0.952697, -1.993773], [3.988173, -0.417102, -2.033597], [2.880346, -0.872112, -1.342440], [2.120689, 0.049138, -0.628038], [4.824752, -1.357834, -2.857507], [6.007748, -0.801740, -3.371728], [5.889248, 0.526445, -3.876434], [4.854303, 0.624347, -5.003579], [7.278058, 0.878115, -4.408854], [5.505938, 1.462880, -2.718876], [-0.670241, 1.143210, 1.516798], [-1.166253, 2.132231, 2.014492], [-5.941293, -0.661992, 4.826579], [-5.629203, -2.380146, 4.555445], [-4.286698, -1.235484, 4.684091], [-6.385538, -1.297262, 2.459236], [-4.741010, -1.909081, 2.308288], [-5.465506, 1.972766, 1.584583], [-6.478025, 0.601872, 1.084317], [-6.409918, 1.835746, 3.883923], [-7.633440, 2.169862, 2.652159], [-7.510565, 0.558377, 3.354498], [-3.738635, -0.524356, 0.794563], [-3.543136, 1.186786, 1.227942], [-2.577705, -1.089683, 3.014509], [-2.367345, 0.659993, 3.257400], [-1.351024, -2.853426, 2.447880], [-0.901550, -3.329719, 0.805878], [-2.464326, -2.549736, 1.105900], [2.597751, -1.914203, -1.347642], [4.199717, -1.757041, -3.675352], [5.148050, -2.206519, -2.245458], [3.841486, 0.526024, -4.619285], [4.941290, 1.589616, -5.494496], [5.032351, -0.158467, -5.737666], [7.313317, 1.920165, -4.712714], [8.020811, 0.704004, -3.635466], [7.517074, 0.247326, -5.260405], [6.337737, 1.507401, -2.009951], [5.313787, 2.475583, -3.072363]], "atomic_forces_ev_per_a": [[-0.09, -0.13, -0.30], [0.02, -0.04, 0.40], [0.12, 0.10, -0.14], [-0.15, 0.12, 0.10], [0.14, -0.03, -0.28], [0.20, -0.05, 0.06], [-0.55, 0.19, 0.10], [0.21, 0.16, -0.08], [0.20, -0.27, -0.19], [-0.07, -0.01, 0.07], [0.18, -0.54, -0.23], [-0.60, 0.91, 0.60], [0.40, -0.23, -0.34], [-0.10, -0.08, 0.06], [-0.31, -0.57, 0.12], [0.08, 0.50, 0.06], [-0.07, -0.19, 0.01], [-0.05, 0.09, 0.10], [0.07, 0.27, 0.01], [0.41, 0.32, -0.24], [-0.15, -0.38, -0.10], [0.12, 0.07, 0.06], [0.18, 0.59, -0.21], [0.19, -0.20, 0.28], [-0.37, -0.22, 0.19], [0.17, -0.35, -0.17], [0.18, -0.26, -0.13], [-0.07, 0.34, 0.07], [-0.06, 0.08, 0.09], [-0.04, -0.13, 0.12], [0.11, 0.01, 0.07], [0.07, -0.02, -0.08], [-0.05, 0.05, -0.06], [-0.02, -0.06, -0.05], [0.07, 0.06, 0.02], [0.03, 0.05, 0.12], [-0.13, 0.05, 0.00], [-0.10, -0.08, 0.08], [0.02, 0.06, 0.04], [0.01, -0.07, -0.01], [0.05, 0.01, -0.01], [-0.03, -0.21, -0.06], [-0.07, -0.04, 0.08], [0.00, 0.06, 0.01], [-0.14, -0.03, 0.05], [-0.03, -0.17, -0.01], [0.11, 0.03, 0.11], [-0.12, 0.06, -0.09], [-0.14, -0.01, -0.04], [-0.02, 0.11, -0.05], [0.01, -0.06, -0.09], [0.01, 0.13, -0.05], [0.09, 0.02, 0.09], [0.04, -0.05, -0.13], [0.05, 0.04, -0.03], [-0.01, 0.01, -0.01]], "lowdin_charge": [-0.08, -0.25, -0.19, -0.26, -0.09, -0.17, -0.11, 0.06, -0.31, 0.00, 0.17, -0.24, -0.36, 1.12, -0.51, 0.12, -0.22, -0.12, 0.06, -0.16, -0.15, -0.08, -0.57, -0.01, -0.02, -0.05, -0.43, 0.06, 0.06, 0.07, 0.06, 0.11, 0.11, 0.11, 0.12, 0.08, 0.07, 0.06, 0.13, 0.12, 0.10, 0.14, 0.09, 0.09, 0.07, 0.13, 0.13, 0.14, 0.09, 0.09, 0.09, 0.09, 0.09, 0.09, 0.14, 0.13]}



Entry 2:
{"formula": "C21H28N4O2S", "method": "the ωB97M-V functional and the def2-TZVPD basis", "e_lumo_ha": 0.0171, "relative_energy_kj_mol": 61.0, "smiles": "CSCCC(=O)N1CCC(n2nccc2NC(=O)CCc2ccccc2)CC1", "gap_ha": 0.326, "species": ["C", "S", "C", "C", "C", "O", "N", "C", "C", "C", "N", "N", "C", "C", "C", "N", "C", "O", "C", "C", "C", "C", "C", "C", "C", "C", "C", "C", "H", "H", "H", "H", "H", "H", "H", "H", "H", "H", "H", "H", "H", "H", "H", "H", "H", "H", "H", "H", "H", "H", "H", "H", "H", "H", "H", "H"], "xyz": [[-3.098383, -0.096255, -0.493608], [-1.575487, -0.792002, -1.174815], [-1.966758, -2.571974, -1.068029], [-2.080046, -3.075628, 0.370713], [-1.148228, -2.341923, 1.333158], [-1.600557, -1.527373, 2.117127], [0.167102, -2.653270, 1.310783], [0.856329, -3.461642, 0.334666], [1.631692, -2.560811, -0.631731], [2.611097, -1.689856, 0.166527], [3.404843, -0.848387, -0.695856], [4.695829, -1.171049, -0.858376], [5.196618, -0.289501, -1.697317], [4.225454, 0.629565, -2.109830], [3.078163, 0.235843, -1.450414], [1.811821, 0.799218, -1.449595], [1.526898, 2.085770, -1.824243], [2.328300, 2.835218, -2.327260], [0.112335, 2.480841, -1.448320], [0.125214, 2.947645, 0.020712], [-1.261566, 3.032327, 0.592068], [-1.678330, 2.144445, 1.574912], [-2.959189, 2.216626, 2.095291], [-3.843588, 3.174431, 1.631699], [-3.438373, 4.063191, 0.649242], [-2.156157, 3.993591, 0.135689], [1.876576, -0.914728, 1.266838], [1.082704, -1.889964, 2.136901], [-3.059073, 0.977163, -0.646717], [-3.141809, -0.315510, 0.568936], [-3.945432, -0.520673, -1.026011], [-2.900397, -2.730441, -1.609730], [-1.164552, -3.062982, -1.616390], [-1.906525, -4.152581, 0.407056], [-3.089440, -2.885327, 0.741351], [1.562316, -4.107787, 0.870008], [0.161201, -4.100520, -0.205534], [0.930634, -1.932719, -1.184702], [2.185926, -3.169493, -1.347288], [3.349452, -2.349390, 0.639933], [6.228754, -0.339486, -1.980841], [4.327728, 1.460083, -2.773794], [1.045650, 0.236682, -1.109233], [-0.217362, 3.292805, -2.094900], [-0.565652, 1.633722, -1.565414], [0.715923, 2.249561, 0.618629], [0.613627, 3.923178, 0.070590], [-1.003663, 1.382910, 1.938477], [-3.262747, 1.516994, 2.859617], [-4.844064, 3.231536, 2.034660], [-4.123250, 4.815152, 0.284933], [-1.842065, 4.694820, -0.623972], [1.174717, -0.198854, 0.839527], [2.596051, -0.368139, 1.877478], [1.757076, -2.584652, 2.647216], [0.492662, -1.350405, 2.879183]], "atomic_forces_ev_per_a": [[0.26, -0.27, -0.01], [-0.14, -0.15, -0.26], [0.12, 0.54, -0.02], [-0.04, 0.08, 0.14], [-0.36, -0.42, -0.15], [-0.23, 0.32, 0.20], [0.31, -0.11, 0.29], [-0.02, 0.03, -0.42], [0.21, -0.19, 0.22], [-0.41, -0.17, 0.16], [-0.01, 0.42, -0.21], [0.59, -0.55, 0.18], [-0.35, -0.01, 0.09], [-0.24, 0.07, -0.02], [0.54, 0.12, -0.17], [-0.14, -0.49, 0.14], [-0.51, 0.09, -0.06], [0.19, 0.15, -0.06], [0.22, 0.15, 0.08], [-0.12, -0.01, -0.09], [0.09, 0.00, 0.10], [0.04, 0.05, 0.00], [-0.06, -0.02, 0.07], [-0.09, -0.04, 0.07], [-0.07, 0.07, -0.08], [0.00, -0.02, -0.01], [0.13, -0.26, 0.06], [-0.06, 0.41, 0.16], [-0.04, 0.11, 0.00], [-0.11, 0.06, 0.06], [-0.12, 0.04, -0.02], [0.08, -0.11, -0.01], [-0.02, -0.04, -0.04], [-0.05, -0.04, 0.00], [0.16, -0.04, 0.04], [-0.07, -0.04, -0.07], [0.01, -0.03, 0.07], [-0.01, -0.01, -0.05], [0.04, 0.03, -0.05], [-0.12, 0.13, -0.09], [0.23, -0.04, -0.03], [-0.03, 0.17, -0.10], [-0.02, 0.11, -0.06], [0.02, -0.08, -0.05], [0.00, 0.04, -0.02], [0.01, 0.04, 0.01], [0.07, -0.05, 0.03], [0.11, -0.12, 0.02], [-0.03, -0.08, 0.07], [-0.08, 0.01, 0.04], [-0.05, 0.06, -0.02], [0.04, 0.10, -0.09], [-0.04, 0.06, 0.05], [0.03, 0.06, -0.03], [-0.01, 0.01, 0.00], [0.15, -0.12, -0.06]], "lowdin_charge": [-0.36, 0.84, -0.45, -0.15, -0.50, 0.04, -0.05, -0.14, -0.10, -0.26, -0.08, 0.07, -0.15, 0.00, -0.22, 0.16, -0.47, 0.09, -0.09, -0.13, -0.24, -0.05, -0.09, -0.09, -0.08, -0.04, -0.09, -0.12, 0.03, 0.02, 0.04, 0.08, 0.06, 0.12, 0.12, 0.13, 0.11, 0.07, 0.13, 0.15, 0.10, 0.09, 0.07, 0.12, 0.06, 0.11, 0.13, 0.11, 0.11, 0.10, 0.10, 0.11, 0.09, 0.13, 0.13, 0.12]}